Record 1
A 3-piece molecular cluster, C9H29B3O11P2 overall, computed with ωB97M-V/def2-TZVPD.

* E_HOMO: -9.33 eV
* multiplicity: 1
* gap between HOMO and LUMO: 0.235 Ha
* E_LUMO: -2.9 eV

Positions of all 54 atoms, in Å:
1 C 4.370 3.216 -1.065
2 C 3.529 3.725 -2.382
3 B 2.656 5.100 -2.149
4 O 2.999 6.435 -2.750
5 B 1.264 4.991 -1.215
6 C -0.152 4.885 -2.103
7 B -1.095 3.591 -1.626
8 O -2.429 3.976 -1.043
9 O -0.700 2.173 -1.736
10 H 5.347 2.664 -1.427
11 H 4.594 4.084 -0.294
12 H 3.686 2.432 -0.484
13 H 2.757 2.858 -2.646
14 H 4.275 3.917 -3.264
15 H 2.699 6.344 -3.723
16 H 1.277 4.950 -0.030
17 H -0.728 5.912 -1.912
18 H 0.120 4.753 -3.243
19 H -3.128 3.764 -1.748
20 H 0.198 2.107 -2.181
21 C 2.435 -0.747 0.001
22 O 2.530 -1.660 -1.075
23 P 1.569 -3.097 -0.996
24 O 1.823 -3.355 -2.484
25 O 0.198 -2.205 -0.807
26 C -0.227 -1.342 -1.843
27 O 0.608 -4.533 -0.917
28 C 1.106 -5.473 0.013
29 H 3.440 -0.505 0.346
30 H 1.959 0.170 -0.357
31 H 1.860 -1.155 0.835
32 H 0.509 -1.243 -2.646
33 H -0.410 -0.355 -1.418
34 H -1.161 -1.721 -2.259
35 H 1.145 -5.025 1.010
36 H 2.106 -5.798 -0.287
37 H 0.440 -6.338 0.035
38 C -2.782 -3.947 1.338
39 O -3.723 -2.918 1.571
40 P -3.671 -2.114 3.102
41 O -4.563 -0.996 2.552
42 O -2.086 -1.728 2.879
43 C -1.715 -0.870 1.819
44 O -3.619 -1.310 4.633
45 C -4.127 -2.105 5.685
46 H -3.309 -4.831 0.979
47 H -2.086 -3.619 0.561
48 H -2.225 -4.205 2.241
49 H -2.540 -0.651 1.136
50 H -0.914 -1.346 1.253
51 H -1.339 0.065 2.236
52 H -3.554 -3.033 5.760
53 H -5.180 -2.333 5.502
54 H -4.037 -1.552 6.623

Results of the Löwdin charge analysis, in e, for atoms 1 through 5: atom 1 (C): -0.13, atom 2 (C): -0.19, atom 3 (B): -0.33, atom 4 (O): -0.02, atom 5 (B): -0.01



Record 2
C9H29BN2O3Pt as an isolated structure, computed with ωB97M-V/def2-TZVPD.

* E_HOMO (alpha / beta): -11.86 / -12.45 eV
* multiplicity: 4
* gap between HOMO and LUMO (alpha / beta): 0.330 / 0.238 Ha
* E_LUMO (alpha / beta): -2.9 / -6.0 eV
* charge: +1

Positions of all 45 atoms, in Å:
1 Pt -0.635 -0.667 -0.676
2 B 0.595 -2.523 -0.743
3 H 0.565 -2.344 0.320
4 H -0.384 -2.661 -1.176
5 H 1.114 -1.675 -1.162
6 H 1.166 -3.422 -0.917
7 C -3.628 -0.489 -2.532
8 O -2.661 -0.962 -1.632
9 H -3.137 0.223 -3.195
10 H -4.022 -1.289 -3.158
11 H -4.522 -0.028 -2.112
12 C 1.947 1.775 -0.954
13 C 0.532 2.028 -1.515
14 C 0.423 1.453 -2.879
15 O 0.441 0.045 -2.710
16 C 0.338 -0.736 -3.931
17 N -0.439 1.616 -0.497
18 H 2.038 1.895 0.125
19 H 2.827 2.272 -1.364
20 H 2.151 0.719 -1.128
21 H 0.500 3.113 -1.608
22 H 1.226 1.747 -3.554
23 H -0.553 1.650 -3.323
24 H 0.704 -1.757 -3.826
25 H 1.027 -0.420 -4.715
26 H -0.676 -0.745 -4.331
27 H -1.267 2.169 -0.667
28 H -0.087 2.135 0.294
29 C -1.436 0.047 3.824
30 C -0.579 0.047 2.521
31 C 0.918 -0.453 2.737
32 O 1.539 0.451 3.636
33 C 2.834 0.108 4.105
34 N -1.247 -0.644 1.451
35 H -1.451 -0.935 4.298
36 H -2.457 0.300 3.539
37 H -1.145 0.754 4.601
38 H -0.588 1.050 2.096
39 H 1.413 -0.425 1.767
40 H 0.926 -1.480 3.103
41 H 3.403 0.354 3.209
42 H 2.857 -0.971 4.260
43 H 3.140 0.620 5.018
44 H -1.476 -1.522 1.895
45 H -2.232 -0.425 1.504

Results of the Löwdin charge analysis, in e, for atoms 1 through 5: atom 1 (Pt): 1.26, atom 2 (B): -0.45, atom 3 (H): -0.06, atom 4 (H): -0.03, atom 5 (H): -0.06



Record 3
A 8-piece molecular cluster, C9H29Br8N3O3 overall, computed with ωB97M-V/def2-TZVPD.

* E_HOMO: -13.96 eV
* multiplicity: 1
* gap between HOMO and LUMO: 0.298 Ha
* E_LUMO: -5.9 eV
* charge: +2

Positions of all 52 atoms, in Å:
1 N 7.149 -16.863 28.278
2 H 8.014 -17.319 28.583
3 H 6.375 -17.027 28.920
4 H 6.883 -17.341 27.384
5 H 7.325 -15.866 28.170
6 N 3.253 -17.191 24.953
7 H 3.322 -16.294 24.475
8 H 3.042 -17.150 25.953
9 H 4.077 -17.815 24.751
10 H 2.372 -17.653 24.695
11 N 6.132 -19.814 21.708
12 H 6.566 -19.060 21.176
13 H 5.127 -19.658 21.606
14 H 6.460 -19.875 22.678
15 H 6.210 -20.742 21.277
16 O 7.402 -19.481 24.329
17 C 6.343 -18.949 25.029
18 O 6.670 -18.306 26.061
19 O 5.176 -19.065 24.579
20 H 8.099 -19.303 24.994
21 Br 9.343 -20.970 22.412
22 C 10.119 -21.864 24.014
23 C 9.150 -22.906 24.494
24 Br 10.138 -23.870 25.924
25 H 10.286 -21.205 24.870
26 H 11.115 -22.192 23.732
27 H 8.945 -23.647 23.728
28 H 8.245 -22.449 24.884
29 Br 10.628 -16.198 26.503
30 C 10.615 -16.943 24.722
31 C 11.895 -17.732 24.444
32 Br 11.883 -18.339 22.548
33 H 10.567 -16.140 23.994
34 H 9.759 -17.602 24.605
35 H 12.106 -18.587 25.081
36 H 12.770 -17.091 24.530
37 Br 10.429 -23.195 30.488
38 C 10.812 -21.416 29.731
39 C 9.604 -20.861 29.025
40 Br 10.063 -19.173 28.125
41 H 11.725 -21.505 29.154
42 H 11.011 -20.798 30.606
43 H 8.744 -20.697 29.663
44 H 9.379 -21.497 28.171
45 Br 5.432 -22.761 22.728
46 C 3.725 -22.521 23.669
47 C 3.253 -23.852 24.249
48 Br 2.697 -24.960 22.722
49 H 3.002 -22.034 23.023
50 H 3.970 -21.869 24.509
51 H 2.382 -23.750 24.890
52 H 4.029 -24.440 24.727

Results of the Löwdin charge analysis, in e, for atoms 1 through 5: atom 1 (N): 0.29, atom 2 (H): 0.06, atom 3 (H): 0.15, atom 4 (H): 0.06, atom 5 (H): 0.14



Record 4
A 7-piece molecular cluster, C9H29F3N10O8 overall, computed with ωB97M-V/def2-TZVPD.

* E_HOMO (alpha / beta): -11.73 / -11.73 eV
* multiplicity: 2
* gap between HOMO and LUMO (alpha / beta): 0.353 / 0.181 Ha
* E_LUMO (alpha / beta): -2.1 / -6.8 eV
* charge: +1

Positions of all 59 atoms, in Å:
1 O -0.398 1.022 -0.217
2 H -0.797 0.271 -0.663
3 H 0.536 0.895 -0.035
4 H -0.915 1.222 0.567
5 C 2.730 -0.416 1.160
6 O 2.720 -0.877 -0.157
7 O 1.924 0.786 1.221
8 C 2.651 -1.573 2.228
9 F 2.534 -2.773 1.723
10 F 3.868 -1.692 2.924
11 F 1.670 -1.398 3.121
12 C 3.348 -0.214 -1.321
13 C 3.285 -1.139 -2.501
14 H 2.835 -2.122 -2.364
15 H 2.686 -0.582 -3.220
16 H 4.305 -1.293 -2.853
17 H 4.373 0.035 -1.049
18 H 2.828 0.708 -1.579
19 H 3.763 -0.099 1.300
20 C 1.002 3.708 -0.832
21 O 1.198 2.945 -1.741
22 N 0.604 4.975 -1.109
23 N 1.174 3.527 0.440
24 H 0.521 5.277 -2.069
25 H 0.604 5.597 -0.313
26 H 0.985 4.201 1.168
27 H 1.543 2.645 0.765
28 C -0.841 2.921 2.702
29 O -1.439 2.412 1.723
30 N 0.341 2.523 3.158
31 N -1.047 3.962 3.341
32 H 0.834 1.872 2.563
33 H 0.775 3.006 3.931
34 H -2.035 4.167 3.296
35 H -0.463 4.359 4.063
36 C -0.091 -2.208 -1.642
37 O -0.671 -1.180 -1.558
38 N -0.610 -3.203 -2.148
39 N 0.731 -2.618 -0.735
40 H -1.438 -2.969 -2.676
41 H -0.191 -4.118 -2.238
42 H 0.908 -1.933 -0.014
43 H 0.919 -3.610 -0.752
44 C -3.671 -1.853 -3.760
45 O -2.866 -2.666 -4.280
46 N -4.860 -1.649 -4.257
47 N -3.548 -1.234 -2.575
48 H -5.040 -2.153 -5.113
49 H -5.533 -0.950 -3.976
50 H -4.215 -0.486 -2.447
51 H -2.799 -1.279 -1.900
52 C -1.890 -1.482 2.205
53 O -1.863 -0.559 1.400
54 N -0.855 -2.260 2.396
55 N -2.882 -1.763 2.915
56 H 0.083 -2.132 2.043
57 H -0.837 -2.884 3.189
58 H -2.753 -2.457 3.638
59 H -3.727 -1.209 2.913

Results of the Löwdin charge analysis, in e, for atoms 1 through 5: atom 1 (O): 0.24, atom 2 (H): 0.08, atom 3 (H): 0.08, atom 4 (H): 0.06, atom 5 (C): -0.23



| no. | maximum force (eV/A) |
| --- | --- |
| 1 | 10.42 |
| 2 | 5.10 |
| 3 | 1.65 |
| 4 | 10.08 |